Version A
# C4H11N3

2 unconnected molecules or ions with the total composition C4H11N3 (ωB97M-V/def2-TZVPD, the OMol25 dataset).

```
18
C4H11N3 | the OMol25 dataset | ωB97M-V/def2-TZVPD
H 1.9380 -1.7822 0.2187
N 0.9484 -1.5495 0.2519
C 0.6176 -0.5811 -0.5781
C -0.7554 -0.4380 -1.0358
C -1.7325 -1.2560 -0.6117
N -3.0690 -1.0962 -0.8549
H 1.3528 -0.1101 -1.2449
H -0.9678 0.3637 -1.7319
H -1.4657 -2.0700 0.0493
H -3.3323 -0.4760 -1.6032
H -3.6743 -1.8866 -0.7188
C 1.9210 1.8773 1.0128
N 0.7080 1.0732 1.0109
H 1.7698 2.7744 0.4122
H 2.7215 1.2885 0.5600
H 2.2448 2.1733 2.0182
H -0.0862 1.5850 1.3975
H 0.8614 0.1106 1.4477
```

The SMILES is [H]/N=C/C=C/N.CN. As for the orbital gap: 0.3282 Eh. The molecular weight comes out at 101.2 g mol⁻¹. The value obtained for the HOMO energy is -7.793 eV.



Version B
# C4H11N3

2 unconnected molecules or ions with the total composition C4H11N3 (ωB97M-V/def2-TZVPD, the OMol25 dataset).

```
18
C4H11N3 | the OMol25 dataset | ωB97M-V/def2-TZVPD
H 1.7007 2.5549 -1.3173
N 1.3837 2.1272 -0.4519
C 1.1289 0.8984 -0.3027
C 1.4719 0.3070 1.1107
N 0.4150 -0.4942 1.7046
H 1.0212 0.1477 -1.0892
H 2.3383 -0.3365 0.9303
H 1.8086 1.1062 1.7834
H -0.3222 0.0983 2.0711
H 0.7636 -1.0624 2.4684
C -2.0079 0.3349 -0.6166
C -1.3607 -0.5994 -1.3452
N -0.6323 -1.6857 -0.8647
H -3.0433 0.5580 -0.8101
H -1.5947 1.0802 0.0394
H -1.7819 -0.8410 -2.3178
H -0.9517 -2.6141 -1.0944
H -0.3371 -1.5796 0.1022
```

The SMILES is [H]/N=C/CN.C=CN. As for the orbital gap: 0.3116 Eh. The molecular weight comes out at 101.2 g mol⁻¹. The value obtained for the HOMO energy is -7.525 eV.



Short version: version A is the most stable of them.



Version A
# C4H11N3

A single C4H11N3 molecule (ωB97M-V/def2-TZVPD, the OMol25 dataset).

```
18
C4H11N3 | the OMol25 dataset | ωB97M-V/def2-TZVPD
H -2.2729 -2.4653 0.3841
N -1.4445 -2.6818 -0.1631
C -0.9298 -1.5861 -0.6411
N -0.5787 -1.4796 -1.9512
N -0.5783 -0.5309 0.1651
C -0.2595 0.8015 -0.4074
C 0.3317 1.6541 0.7216
C 1.6567 1.1107 1.2445
H 0.3751 -1.1592 -2.0885
H -0.7330 -2.2530 -2.5759
H -1.0316 -0.4432 1.0580
H 0.4659 0.6532 -1.1613
H -1.1879 1.2829 -0.7182
H -0.4011 1.6643 1.5227
H 0.5886 2.6288 0.3063
H 2.0592 1.7015 2.0692
H 1.5266 0.1496 1.7567
H 2.4138 0.9524 0.4785
```

The SMILES is [H]/N=C(/N)NCCC. As for the orbital gap: 0.3354 Eh. The molecular weight comes out at 101.2 g mol⁻¹. The value obtained for the HOMO energy is -8.262 eV.



Version B
# C4H11N3

2 unconnected molecules or ions with the total composition C4H11N3 (ωB97M-V/def2-TZVPD, the OMol25 dataset).

```
18
C4H11N3 | the OMol25 dataset | ωB97M-V/def2-TZVPD
C 1.9328 -0.1704 0.6767
C -0.4642 -2.0231 0.4876
N 0.0307 -0.8740 0.5525
H 1.7506 0.5719 1.4408
H 2.1795 -1.1436 1.0773
H 2.6610 0.1357 -0.0623
H -1.4373 -2.1265 -0.0297
H 0.0497 -2.9115 0.8602
C -1.2993 1.3141 0.5002
C -0.6952 0.3283 -0.4962
N 0.6434 0.8066 -0.9336
N -1.5611 -0.1148 -1.4168
H 0.7656 1.8151 -0.9110
H 0.9057 0.3859 -1.8195
H -1.0802 -0.6564 -2.1370
H -2.1917 0.8684 0.9361
H -0.5997 1.5693 1.3000
H -1.5903 2.2253 -0.0253
```

As for the orbital gap: 0.2565 Eh. The molecular weight comes out at 101.2 g mol⁻¹. The value obtained for the HOMO energy is -7.056 eV.



Version C
# C4H11N3

A single C4H11N3 molecule (ωB97M-V/def2-TZVPD, the OMol25 dataset).

```
18
C4H11N3 | the OMol25 dataset | ωB97M-V/def2-TZVPD
H -2.2209 -1.5279 0.9243
N -1.8374 -2.1751 0.2365
C -0.8698 -1.7085 -0.4129
N -0.5690 -2.2079 -1.7259
N -0.3662 -0.4420 0.0081
C 0.1559 0.5962 -0.7254
C 0.4079 1.7873 0.2983
C 1.4108 1.4116 1.4132
H 0.0328 -1.8907 -2.4572
H -0.8559 -3.1960 -1.5625
H -0.5032 -0.5002 0.9932
H 1.0679 0.3169 -1.1826
H -0.6105 0.8378 -1.4514
H -0.5591 2.1232 0.7422
H 0.5442 2.6504 -0.3956
H 1.0606 2.0764 2.3672
H 1.1669 0.3102 1.5958
H 2.5449 1.5383 1.3347
```

The SMILES is [H]/N=C(/N)NCCC. As for the orbital gap: 0.3448 Eh. The molecular weight comes out at 101.2 g mol⁻¹. The value obtained for the HOMO energy is -8.463 eV.



Version D
# C4H11N3

A single C4H11N3 molecule (ωB97M-V/def2-TZVPD, the OMol25 dataset).

```
18
C4H11N3 | the OMol25 dataset | ωB97M-V/def2-TZVPD
H 2.9138 2.0342 0.6731
N 2.0751 1.8676 1.1986
C 0.9923 1.2396 1.0472
N -0.1981 1.7984 1.6376
N 0.7696 0.0552 0.3413
C -0.4660 -0.7060 0.4260
C -1.2999 -0.6999 -0.9232
C -0.4707 -1.4392 -1.9197
H -0.4386 1.1559 2.4022
H 0.2881 2.5539 2.1496
H 1.5466 -0.1300 -0.2724
H -0.2658 -1.7417 0.6992
H -1.0788 -0.2907 1.2308
H -1.4996 0.3369 -1.2480
H -2.3361 -0.9773 -0.6337
H -0.8760 -2.2165 -2.6645
H -0.0022 -0.7889 -2.6605
H 0.3464 -2.0517 -1.4836
```

The SMILES is [H]/N=C(/N)NCCC. As for the orbital gap: 0.3527 Eh. The molecular weight comes out at 101.2 g mol⁻¹. The value obtained for the HOMO energy is -8.618 eV.



Short version: version A is the most stable of them.



Version A
# C2H6N2OS

A molecular structure, C2H6N2OS (ωB97M-V/def2-TZVPD, the OMol25 dataset).

```
12
C2H6N2OS | the OMol25 dataset | ωB97M-V/def2-TZVPD
C 2.3678 -0.7584 -0.0850
C -0.4866 0.8767 -0.0856
H 3.4420 -0.6510 -0.0947
H 2.1855 -1.5333 -0.8694
H 1.5216 -1.0036 0.9329
H 0.0199 1.7694 0.0011
H -2.5192 1.7107 -0.3263
H -3.7209 -0.8268 1.5010
N 0.2566 -0.1274 -0.0351
N -1.8371 0.8037 -0.1137
O 1.5410 0.3881 -0.4531
S -2.7705 -0.6481 -0.3722
```

As for the orbital gap: 0.2652 Eh. The molecular weight comes out at 106.2 g mol⁻¹. The value obtained for the HOMO energy is -8.565 eV.



Version B
# C2H6N2OS

A single C2H6N2OS molecule (ωB97M-V/def2-TZVPD, the OMol25 dataset).

```
12
C2H6N2OS | the OMol25 dataset | ωB97M-V/def2-TZVPD
C 1.8919 -1.2255 0.0650
S 1.7745 0.6277 -0.3216
N 0.1248 1.1146 0.2233
C -1.0097 0.6058 -0.5330
N -2.2271 0.6349 0.2020
O -0.9668 -0.0261 -1.5331
H 2.8220 -1.4048 -0.3181
H 2.1461 -1.4676 1.1525
H 1.1115 -1.9471 -0.4036
H -0.0541 1.3486 1.2272
H -2.9500 0.2993 -0.5352
H -2.6631 1.4406 0.7745
```

The SMILES is CSNC(N)=O. As for the orbital gap: 0.3640 Eh. The molecular weight comes out at 106.2 g mol⁻¹. The value obtained for the HOMO energy is -9.209 eV.



Short version: version B is the most stable of them.



Version A
# C2H6N2OS

A single C2H6N2OS molecule (ωB97M-V/def2-TZVPD, the OMol25 dataset).

```
12
C2H6N2OS | the OMol25 dataset | ωB97M-V/def2-TZVPD
C -0.3960 -2.3576 -0.3229
S -1.1817 -0.7819 -0.0472
C 0.2463 0.2620 0.1091
O 1.3839 -0.1801 -0.0316
N -0.0270 1.5968 0.2060
N 1.0502 2.4614 0.1981
H 0.0152 -2.7041 0.6828
H -1.1066 -3.1517 -0.7015
H 0.3776 -2.2265 -1.1004
H -0.9309 1.9447 0.3414
H 1.6932 2.0940 0.8981
H 1.5234 2.1615 -0.6585
```

The SMILES is CSC(=O)NN. As for the orbital gap: 0.3695 Eh. The molecular weight comes out at 106.2 g mol⁻¹. The value obtained for the HOMO energy is -9.301 eV.



Version B
# C2H6N2OS

A single C2H6N2OS molecule (ωB97M-V/def2-TZVPD, the OMol25 dataset).

```
12
C2H6N2OS | the OMol25 dataset | ωB97M-V/def2-TZVPD
N -2.3222 -0.0513 -0.1440
N -0.9925 -0.4554 -0.0339
C 0.0942 0.3165 0.0110
S 0.0254 1.9658 0.0205
C 1.3544 -0.4868 0.2199
O 2.4711 0.1070 -0.3956
H -2.3297 0.9467 0.1090
H -2.5559 -0.0789 -1.1158
H -0.9838 -1.2893 0.5307
H 1.2323 -1.4235 -0.3247
H 1.5116 -0.6120 1.2685
H 2.4951 1.0611 -0.1455
```

The SMILES is NNC(=S)CO. As for the orbital gap: 0.3477 Eh. The molecular weight comes out at 106.2 g mol⁻¹. The value obtained for the HOMO energy is -9.019 eV.



Short version: version A is the most stable of them.